C21H43O14PS5 as an isolated structure. Source: the OMol25 dataset; level of theory: ωB97M-V/def2-TZVPD.

Calculated values
Frontier orbital gap = 9.780 eV
Highest occupied orbital energy = -9.415 eV

Last column: Mulliken charge in e.
CARTESIAN COORDINATES (ANGSTROEM)
1 C 0.173 -3.867 -2.697  -0.768
2 C 0.277 -3.998 -4.256  -0.056
3 O -0.874 -4.558 -4.884  -0.372
4 C -1.923 -3.629 -4.988  -0.870
5 C -3.138 -4.052 -4.011  0.977
6 P -3.533 -2.717 -2.718  0.424
7 O -5.035 -2.428 -2.741  -0.712
8 C -4.453 -4.477 -4.760  -0.711
9 O -5.042 -5.482 -3.901  -0.315
10 S -3.741 -6.450 -3.568  1.038
11 O -3.282 -7.301 -4.682  -0.553
12 O -3.825 -7.244 -2.330  -0.587
13 O -2.633 -5.245 -3.343  -0.156
14 H 0.554 -4.785 -2.200  0.294
15 H -0.853 -3.702 -2.321  0.039
16 H 0.873 -3.055 -2.398  0.333
17 H 1.108 -4.707 -4.457  0.307
18 H 0.594 -3.021 -4.686  0.282
19 H -1.609 -2.579 -4.833  0.331
20 H -2.293 -3.701 -6.036  0.339
21 H -2.770 -1.587 -3.156  -0.008
22 H -3.113 -3.150 -1.420  0.050
23 H -4.246 -5.026 -5.707  0.478
24 H -5.121 -3.624 -4.976  0.420
25 C -5.437 0.321 1.653  -0.654
26 C -4.129 0.708 2.353  -0.667
27 C -3.005 0.584 1.321  0.231
28 S -3.759 0.874 -0.278  1.021
29 O -3.687 -0.343 -1.052  -0.541
30 O -3.299 2.140 -0.803  -0.692
31 C -5.429 1.063 0.321  -0.733
32 H -6.309 0.584 2.251  0.382
33 H -5.458 -0.758 1.479  0.280
34 H -4.196 1.741 2.704  0.319
35 H -3.934 0.080 3.222  0.367
36 H -2.224 1.320 1.486  -0.565
37 H -2.576 -0.417 1.315  0.450
38 H -6.129 0.654 -0.406  0.418
39 H -5.612 2.129 0.462  0.348
40 C 2.944 0.079 -8.020  -0.557
41 C 2.756 1.318 -7.139  -0.608
42 C 2.224 0.839 -5.784  -0.666
43 S 2.839 -0.830 -5.567  1.152
44 O 1.715 -1.740 -5.567  -0.728
45 O 3.829 -0.844 -4.517  -0.731
46 C 3.661 -0.946 -7.148  -0.756
47 H 3.515 0.305 -8.921  0.354
48 H 1.969 -0.309 -8.327  0.284
49 H 3.718 1.817 -7.002  0.295
50 H 2.076 2.038 -7.595  0.321
51 H 2.582 1.461 -4.965  0.351
52 H 1.136 0.800 -5.771  0.363
53 H 3.588 -1.963 -7.528  0.397
54 H 4.706 -0.674 -6.998  0.357
55 C 1.200 3.440 2.447  -0.799
56 C 2.322 2.654 3.132  -0.595
57 C 1.711 1.939 4.339  -0.310
58 S -0.012 1.659 3.937  1.239
59 O -0.830 2.440 4.837  -0.690
60 O -0.238 0.246 3.730  -0.700
61 C 0.021 2.480 2.348  -0.740
62 H 1.502 3.805 1.465  0.375
63 H 0.929 4.304 3.059  0.331
64 H 2.729 1.916 2.434  0.305
65 H 3.143 3.303 3.436  0.275
66 H 2.193 0.985 4.530  0.416
67 H 1.748 2.555 5.224  -0.046
68 H -0.929 2.982 2.170  0.506
69 H 0.194 1.720 1.585  0.407
70 C 4.886 3.969 9.295  -0.582
71 C 3.608 3.226 9.698  -0.653
72 C 2.652 3.278 8.501  -0.651
73 S 3.684 3.394 7.041  1.216
74 O 3.455 4.674 6.414  -0.685
75 O 3.601 2.157 6.296  -0.655
76 C 5.245 3.454 7.906  -0.735
77 H 5.695 3.798 10.006  0.352
78 H 4.692 5.044 9.256  0.289
79 H 3.849 2.186 9.931  0.303
80 H 3.150 3.662 10.585  0.327
81 H 2.037 2.382 8.434  0.366
82 H 2.016 4.162 8.533  0.402
83 H 5.938 4.100 7.371  0.395
84 H 5.638 2.437 7.952  0.345

---

C21H44BFO21PS4 as an isolated structure. Source: the OMol25 dataset; level of theory: ωB97M-V/def2-TZVPD.

Calculated values
Frontier orbital gap = 6.843 eV
Total charge = -1
Highest occupied orbital energy = -4.841 eV

Last column: Mulliken charge in e.
CARTESIAN COORDINATES (ANGSTROEM)
1 C -4.676 1.462 2.144  -0.286
2 C -5.403 0.987 0.775  -0.652
3 C -4.611 -0.188 -0.035  0.220
4 C -4.671 -1.646 0.666  -0.626
5 C -3.828 -1.790 2.043  -0.796
6 C -2.322 -1.185 2.000  0.852
7 B -1.136 -2.279 1.690  1.114
8 C -1.134 -3.110 0.273  -0.270
9 C -0.048 -2.578 -0.820  -0.671
10 C -0.588 -1.166 -1.448  2.566
11 C -0.949 -1.326 -3.053  -0.913
12 C 0.408 0.091 -1.194  0.254
13 O -0.806 -3.272 2.768  -0.737
14 C 0.567 -3.048 3.267  0.407
15 F 0.892 -3.588 4.582  -0.386
16 C 0.602 -1.422 3.043  -0.222
17 P 2.261 -0.500 3.104  0.801
18 O 3.178 -0.942 1.910  -0.508
19 O 3.049 -0.592 4.641  -0.534
20 O 1.872 1.192 2.833  -0.576
21 O 0.087 -1.395 1.687  -0.252
22 H -3.518 1.485 1.995  -0.240
23 H -5.087 2.499 2.509  0.331
24 H -4.949 0.713 3.003  0.223
25 H -6.537 0.748 0.938  0.285
26 H -5.394 1.919 0.060  0.253
27 H -3.529 0.151 -0.339  -0.432
28 H -5.179 -0.295 -1.059  0.309
29 H -5.798 -1.827 0.950  0.355
30 H -4.422 -2.501 -0.098  0.263
31 H -3.719 -2.944 2.240  0.259
32 H -4.350 -1.363 2.983  0.298
33 H -2.107 -0.765 3.078  -0.240
34 H -2.168 -0.298 1.278  -0.577
35 H -0.933 -4.254 0.455  0.206
36 H -2.180 -3.020 -0.257  -0.206
37 H -0.044 -3.338 -1.717  0.487
38 H 1.035 -2.539 -0.436  -0.167
39 H -1.614 -0.928 -0.932  -1.730
40 H -0.109 -0.814 -3.658  0.103
41 H -1.147 -2.428 -3.337  0.388
42 H -1.941 -0.750 -3.213  0.160
43 H 0.611 0.637 -2.214  -0.196
44 H 1.406 -0.177 -0.676  0.015
45 H -0.140 0.841 -0.496  -0.308
46 H 1.188 -3.425 2.343  -0.026
47 H -0.014 -0.969 3.911  0.048
48 H 3.057 0.309 5.086  0.313
49 H 0.901 1.227 2.574  0.267
50 C 0.507 4.242 -2.123  0.062
51 C -0.362 5.229 -2.891  -0.372
52 O -1.378 4.433 -3.499  -0.357
53 S -1.704 3.165 -2.533  1.019
54 O -2.865 3.486 -1.747  -0.560
55 O -1.597 1.963 -3.311  -0.467
56 O -0.397 3.283 -1.578  -0.173
57 H 1.195 3.718 -2.793  -0.119
58 H 1.075 4.726 -1.326  0.306
59 H 0.200 5.779 -3.647  0.375
60 H -0.849 5.937 -2.212  0.269
61 C -0.757 5.034 3.472  -0.476
62 C -1.540 3.732 3.356  0.072
63 O -2.339 3.882 2.185  -0.206
64 S -1.540 4.806 1.112  1.035
65 O -0.881 3.938 0.169  -0.258
66 O -2.401 5.883 0.710  -0.666
67 O -0.417 5.393 2.134  -0.354
68 H -1.379 5.831 3.891  0.312
69 H 0.144 4.921 4.077  0.346
70 H -2.167 3.544 4.229  0.375
71 H -0.869 2.881 3.201  -0.152
72 C 4.679 0.211 -5.386  -0.402
73 C 3.653 -0.684 -4.703  -0.382
74 O 2.712 0.211 -4.114  -0.120
75 S 2.595 1.542 -5.040  1.120
76 O 1.449 1.397 -5.893  -0.583
77 O 2.808 2.693 -4.208  -0.586
78 O 3.930 1.295 -5.936  -0.325
79 H 5.389 0.621 -4.661  0.285
80 H 5.225 -0.313 -6.173  0.310
81 H 4.101 -1.327 -3.944  0.334
82 H 3.120 -1.302 -5.433  0.293
83 C 6.048 -4.872 0.481  -0.403
84 C 5.025 -5.778 1.158  -0.419
85 O 4.053 -4.895 1.713  -0.324
86 S 3.928 -3.577 0.762  1.337
87 O 2.806 -3.763 -0.115  -0.635
88 O 4.096 -2.403 1.580  -0.603
89 O 5.291 -3.814 -0.104  -0.330
90 H 6.734 -4.435 1.213  0.277
91 H 6.621 -5.398 -0.285  0.314
92 H 5.471 -6.398 1.937  0.308
93 H 4.522 -6.418 0.427  0.297

---

A 3-piece molecular cluster, C21H44BN2O5P overall. Source: the OMol25 dataset; level of theory: ωB97M-V/def2-TZVPD.

Calculated values
Spin multiplicity = 3
Frontier orbital gap (alpha / beta) = 7.486 / 8.586 eV
⟨S²⟩ = 2.008
Relative energy (zero: lowest compared OMol25 entry of this formula, charge and spin) = 27.59 kJ/mol
Highest occupied orbital energy (alpha / beta) = -8.109 / -9.210 eV

Last column: Löwdin spin population.
CARTESIAN COORDINATES (ANGSTROEM)
1 O 2.947 5.892 4.058  0.000
2 P 3.656 4.905 3.204  0.000
3 B 5.325 5.511 2.448  0.000
4 C 5.775 6.993 2.545  0.000
5 C 6.479 7.278 3.895  0.000
6 C 7.322 6.159 4.422  0.000
7 O 7.207 5.712 5.552  0.000
8 O 8.216 5.670 3.546  0.000
9 H 2.910 4.428 2.099  0.000
10 H 3.986 3.735 3.925  0.000
11 H 6.028 4.691 1.944  0.000
12 H 4.930 7.662 2.451  0.000
13 H 6.467 7.221 1.743  0.000
14 H 5.729 7.458 4.648  0.000
15 H 7.084 8.170 3.811  0.000
16 H 8.634 4.931 3.995  0.000
17 C -1.124 3.444 1.017  0.004
18 C -0.467 2.603 -0.111  0.026
19 C -1.516 1.943 -1.017  0.017
20 C -2.164 0.681 -0.449  0.001
21 C -1.102 -0.293 0.051  0.017
22 C -0.160 0.349 1.063  0.027
23 N 0.450 1.579 0.472  0.375
24 O 1.418 1.288 -0.325  0.526
25 C -0.931 0.652 2.360  0.002
26 C 0.948 -0.622 1.441  -0.001
27 C 0.335 3.573 -0.968  -0.001
28 H -0.938 3.044 2.009  0.001
29 H -0.715 4.453 1.038  0.000
30 H -2.204 3.529 0.893  0.000
31 H -1.036 1.678 -1.964  0.002
32 H -2.281 2.683 -1.256  0.002
33 H -2.866 0.935 0.350  0.000
34 H -2.757 0.200 -1.229  0.001
35 H -1.572 -1.169 0.499  0.002
36 H -0.524 -0.661 -0.802  0.002
37 H -0.291 1.160 3.083  0.001
38 H -1.258 -0.286 2.806  0.000
39 H -1.823 1.254 2.211  0.000
40 H 1.486 -0.989 0.569  -0.001
41 H 0.513 -1.480 1.950  0.000
42 H 1.666 -0.152 2.114  0.000
43 H 1.163 4.004 -0.403  0.000
44 H -0.323 4.382 -1.282  0.000
45 H 0.740 3.100 -1.860  0.000
46 C -2.053 -3.939 -4.255  0.004
47 C -1.531 -4.168 -2.810  0.026
48 C -1.073 -5.617 -2.593  0.017
49 C -2.194 -6.627 -2.354  0.001
50 C -3.143 -6.128 -1.268  0.016
51 C -3.703 -4.744 -1.581  0.027
52 N -2.576 -3.789 -1.812  0.375
53 O -2.057 -3.402 -0.700  0.524
54 C -4.645 -4.832 -2.794  0.002
55 C -4.543 -4.238 -0.417  -0.001
56 C -0.316 -3.267 -2.634  -0.001
57 H -3.113 -3.707 -4.292  0.001
58 H -1.555 -3.087 -4.715  0.000
59 H -1.880 -4.806 -4.893  0.000
60 H -0.407 -5.642 -1.725  0.002
61 H -0.473 -5.921 -3.451  0.002
62 H -2.737 -6.828 -3.282  0.000
63 H -1.759 -7.579 -2.047  0.001
64 H -3.973 -6.825 -1.138  0.002
65 H -2.609 -6.095 -0.314  0.002
66 H -5.016 -3.845 -3.070  0.001
67 H -5.504 -5.450 -2.534  0.000
68 H -4.191 -5.284 -3.672  0.000
69 H -3.992 -4.246 0.520  -0.001
70 H -5.415 -4.880 -0.299  0.000
71 H -4.891 -3.221 -0.602  0.000
72 H -0.597 -2.215 -2.680  0.000
73 H 0.385 -3.471 -3.443  0.000
74 H 0.198 -3.442 -1.691  0.000

---

A 8-piece molecular cluster, C21H44Cl14N3O overall. Source: the OMol25 dataset; level of theory: ωB97M-V/def2-TZVPD.

Calculated values
Frontier orbital gap = 9.199 eV
Total charge = +1
Highest occupied orbital energy = -12.261 eV

Last column: Mulliken charge in e.
CARTESIAN COORDINATES (ANGSTROEM)
1 C 0.798 1.199 2.684  -0.477
2 O 0.815 2.350 1.841  -0.363
3 C 1.595 2.123 0.709  -0.537
4 N 0.973 1.115 -0.148  0.365
5 C -0.371 1.375 -0.714  -0.483
6 C 1.538 -0.030 -0.418  -0.221
7 N 1.123 -0.693 -1.560  0.061
8 C 0.612 -2.049 -1.256  -0.626
9 C 0.932 -2.465 0.174  -0.835
10 C 2.330 -2.047 0.583  0.012
11 N 2.478 -0.577 0.443  0.053
12 H 0.426 1.423 3.674  0.358
13 H 0.187 0.432 2.206  0.128
14 H 1.796 0.773 2.759  0.179
15 H 2.609 1.819 0.970  0.372
16 H 1.640 3.071 0.181  0.416
17 H -0.973 0.492 -0.562  0.363
18 H -0.315 1.563 -1.778  -0.297
19 H -0.800 2.206 -0.175  0.319
20 H 1.864 -0.729 -2.251  0.334
21 H 1.034 -2.777 -1.941  0.476
22 H -0.465 -2.089 -1.396  0.208
23 H 0.781 -3.530 0.302  0.536
24 H 0.226 -1.972 0.851  0.241
25 H 3.079 -2.608 0.027  -0.348
26 H 2.474 -2.281 1.634  0.352
27 H 3.430 -0.293 0.232  0.280
28 Cl 5.286 -3.680 -0.692  -0.226
29 C 5.839 -5.052 0.309  -0.500
30 C 4.799 -6.138 0.387  -0.400
31 Cl 3.366 -5.620 1.316  -0.158
32 H 6.088 -4.668 1.295  0.325
33 H 6.746 -5.438 -0.151  0.362
34 H 5.213 -7.005 0.897  0.284
35 H 4.465 -6.443 -0.602  0.319
36 Cl -3.094 1.363 1.239  -0.197
37 C -3.542 3.034 0.788  -0.182
38 C -4.771 3.071 -0.079  -0.276
39 Cl -4.459 2.379 -1.696  -0.165
40 H -2.692 3.488 0.282  0.333
41 H -3.722 3.576 1.714  0.023
42 H -5.083 4.099 -0.225  0.215
43 H -5.594 2.521 0.368  0.258
44 Cl 4.483 1.823 3.311  -0.188
45 C 4.019 3.549 3.275  -0.238
46 C 5.211 4.457 3.448  -0.514
47 Cl 5.892 4.351 5.087  -0.175
48 H 3.277 3.710 4.052  0.337
49 H 3.552 3.736 2.309  0.123
50 H 4.905 5.490 3.292  0.339
51 H 5.999 4.217 2.739  0.338
52 Cl 3.614 -8.913 1.977  -0.161
53 C 3.883 -9.399 3.669  -0.441
54 C 4.596 -8.320 4.443  -0.454
55 Cl 6.279 -8.103 3.893  -0.186
56 H 4.443 -10.330 3.667  0.327
57 H 2.905 -9.583 4.111  0.297
58 H 4.635 -8.588 5.497  0.347
59 H 4.089 -7.363 4.346  0.285
60 Cl 0.334 1.443 -4.181  -0.193
61 C -1.096 1.125 -5.208  -0.168
62 C -2.165 0.380 -4.455  0.431
63 Cl -1.670 -1.291 -4.062  -0.218
64 H -0.760 0.574 -6.083  0.412
65 H -1.486 2.088 -5.534  -0.074
66 H -3.063 0.314 -5.066  -0.062
67 H -2.417 0.881 -3.522  -0.061
68 Cl -7.357 4.945 0.953  -0.177
69 C -7.410 4.357 2.637  -0.459
70 C -6.824 5.355 3.602  -0.428
71 Cl -5.061 5.531 3.394  -0.175
72 H -6.882 3.407 2.679  0.286
73 H -8.457 4.182 2.878  0.364
74 H -6.992 5.018 4.623  0.295
75 H -7.275 6.336 3.482  0.331
76 Cl -3.331 3.094 -6.576  -0.209
77 C -4.770 2.851 -7.608  -0.447
78 C -5.870 2.116 -6.887  -0.458
79 Cl -5.444 0.416 -6.563  -0.193
80 H -4.452 2.318 -8.500  0.310
81 H -5.119 3.839 -7.900  0.330
82 H -6.765 2.107 -7.506  0.338
83 H -6.110 2.589 -5.938  0.309

---

C21H44ClN3O15P2S2 as an isolated structure. Source: the OMol25 dataset; level of theory: ωB97M-V/def2-TZVPD.

Calculated values
Frontier orbital gap = 8.290 eV
Relative energy (zero: lowest compared OMol25 entry of this formula, charge and spin) = 0.00 kJ/mol
Highest occupied orbital energy = -8.567 eV

Last column: Mulliken charge in e.
CARTESIAN COORDINATES (ANGSTROEM)
1 O 1.070 3.598 -4.246  -0.417
2 C 1.629 2.701 -3.696  0.494
3 Cl 3.379 2.721 -3.349  -0.176
4 C 0.891 1.460 -3.200  -0.317
5 C 0.296 0.645 -4.384  0.598
6 P 1.701 0.528 -5.633  -0.076
7 P 0.839 0.359 -7.606  0.991
8 O 0.031 1.509 -7.957  -0.673
9 O 2.157 0.300 -8.544  -0.500
10 O 0.086 -1.061 -7.824  -0.447
11 O -0.841 1.335 -4.875  -0.358
12 S -2.018 1.145 -3.785  1.168
13 O -2.008 2.291 -2.967  -0.559
14 O -3.256 0.747 -4.318  -0.708
15 O -1.372 -0.153 -3.061  -0.471
16 C -0.313 -0.683 -3.889  2.053
17 C 0.700 -1.521 -3.103  -1.311
18 O 0.634 -2.893 -3.347  -0.406
19 C 1.250 -3.312 -4.535  -0.096
20 O 2.585 -3.629 -4.250  -0.280
21 C 3.493 -3.338 -5.286  -0.203
22 C 4.767 -2.646 -4.699  -0.538
23 O 4.843 -2.850 -3.296  -0.546
24 N -0.994 -1.412 -4.963  -0.539
25 C -1.907 -2.169 -4.647  0.435
26 S -2.798 -3.312 -4.113  -0.312
27 H 0.125 1.742 -2.488  -0.428
28 H 1.623 0.870 -2.659  0.569
29 H 2.313 -0.718 -5.405  -0.096
30 H 2.010 -0.238 -9.325  0.293
31 H 0.343 -1.379 -8.694  0.280
32 H 0.471 -1.377 -2.052  0.444
33 H 1.716 -1.158 -3.235  0.322
34 H 0.716 -4.208 -4.834  0.274
35 H 1.147 -2.559 -5.313  0.042
36 H 3.052 -2.728 -6.073  0.198
37 H 3.833 -4.255 -5.761  0.429
38 H 5.664 -3.110 -5.076  0.351
39 H 4.746 -1.573 -4.878  0.239
40 H 4.326 -2.175 -2.864  0.302
41 C -5.545 3.633 1.558  -0.697
42 O -4.404 3.777 2.381  -0.331
43 C -4.361 2.883 3.486  -0.949
44 C -3.282 1.835 3.310  0.134
45 N -3.624 0.888 2.255  -0.367
46 C -2.515 0.036 1.836  -0.856
47 C -1.278 0.713 1.249  -0.394
48 O -1.485 1.322 -0.012  -0.300
49 C -2.054 2.624 0.020  -0.684
50 H -5.570 4.483 0.878  0.233
51 H -5.503 2.717 0.960  0.289
52 H -6.465 3.636 2.150  0.338
53 H -5.335 2.421 3.668  0.432
54 H -4.109 3.485 4.364  0.375
55 H -3.155 1.291 4.251  0.328
56 H -2.345 2.362 3.094  0.063
57 H -3.951 1.398 1.446  0.123
58 H -2.908 -0.645 1.077  0.365
59 H -2.209 -0.584 2.686  0.457
60 H -0.534 -0.070 1.074  0.359
61 H -0.814 1.420 1.948  0.228
62 H -1.736 3.191 0.899  0.374
63 H -3.145 2.578 -0.023  0.111
64 H -1.719 3.148 -0.869  0.362
65 C 0.556 -2.887 7.690  -0.700
66 O 1.582 -1.930 7.870  -0.333
67 C 2.695 -2.092 7.000  -0.795
68 C 2.755 -0.986 5.966  -0.190
69 N 1.676 -1.106 4.993  -0.291
70 C 1.499 0.061 4.131  -0.680
71 C 1.146 1.394 4.790  -0.713
72 O -0.146 1.435 5.368  -0.359
73 C -0.244 0.869 6.663  -0.619
74 H -0.135 -2.790 8.525  0.237
75 H -0.001 -2.719 6.762  0.283
76 H 0.958 -3.905 7.690  0.340
77 H 2.693 -3.077 6.525  0.406
78 H 3.591 -2.025 7.623  0.397
79 H 3.714 -1.041 5.443  0.363
80 H 2.716 -0.031 6.507  0.174
81 H 0.809 -1.273 5.484  0.033
82 H 0.694 -0.184 3.434  0.362
83 H 2.406 0.190 3.531  0.407
84 H 1.137 2.152 4.001  0.440
85 H 1.904 1.720 5.512  0.419
86 H 0.669 1.011 7.244  0.341
87 H -0.494 -0.194 6.612  0.152
88 H -1.065 1.368 7.179  0.310

---

These records have calculated total energy values of -114600.250 -121504.241 -45669.852 -204317.603 -110439.367 eV, in the order they appear.